No. 1
12 unconnected molecules or ions with the total composition C19H62N4O12 at a distorted geometry. Source: OMol25; level of theory: ωB97M-V/def2-TZVPD.

* maximum force: 8.2 eV/A
* multiplicity: 1
* energy above the lowest of the compared OMol25 structures with the same formula, charge and spin: 10.4 kJ/mol
* energy: -51234.45822 eV
* HOMO level: -9.172 eV
* HOMO-LUMO gap: 9.513 eV

Atoms and positions in Å:
N: -4.072 -1.011 -1.424
C: -3.514 -2.169 -1.775
N: -4.326 -3.197 -1.895
O: -2.171 -2.329 -1.878
H: -3.442 -0.278 -1.181
H: -4.969 -1.050 -0.849
H: -3.826 -4.065 -2.036
H: -5.358 -3.131 -2.111
N: 1.505 -0.007 0.167
C: 0.582 -0.887 0.107
N: 0.050 -1.084 -1.093
O: 0.006 -1.466 1.220
H: 1.721 0.264 1.115
H: 1.762 0.544 -0.667
H: -0.635 -1.797 -1.152
H: 0.561 -0.800 -1.913
C: -1.224 -1.319 5.529
C: -1.258 -1.092 4.030
O: -0.369 -0.018 3.840
H: -0.253 -1.808 5.786
H: -2.066 -1.931 5.917
H: -1.239 -0.410 6.100
H: -2.251 -0.938 3.618
H: -0.846 -1.914 3.448
H: -0.132 0.042 2.936
C: 0.306 -2.007 -4.613
C: 1.584 -1.489 -3.866
O: 1.381 -0.165 -3.366
H: -0.637 -2.075 -4.055
H: 0.509 -3.027 -4.948
H: 0.057 -1.314 -5.378
H: 2.440 -1.552 -4.480
H: 1.798 -2.085 -2.980
H: 1.180 0.428 -4.129
C: -3.633 1.114 1.050
C: -2.262 0.526 0.668
O: -1.858 0.968 -0.626
H: -4.382 0.568 0.454
H: -3.697 2.155 0.861
H: -3.881 0.992 2.130
H: -2.331 -0.511 0.672
H: -1.479 0.675 1.462
H: -1.006 0.565 -0.815
C: 4.680 2.036 1.562
C: 5.531 0.966 2.265
O: 6.610 1.653 2.821
H: 5.154 2.533 0.714
H: 4.322 2.854 2.265
H: 3.673 1.639 1.302
H: 5.763 0.125 1.532
H: 5.055 0.550 3.148
H: 7.365 1.756 2.275
C: -4.542 -2.640 3.137
C: -3.770 -2.604 1.784
O: -4.111 -3.732 0.963
H: -4.203 -3.466 3.753
H: -5.650 -2.690 2.996
H: -4.335 -1.801 3.797
H: -2.713 -2.434 1.890
H: -4.145 -1.778 1.225
H: -4.011 -3.585 0.007
C: -2.091 0.452 -3.784
C: -2.130 0.766 -5.266
O: -1.921 2.189 -5.418
H: -1.274 0.931 -3.306
H: -1.967 -0.639 -3.579
H: -2.923 0.762 -3.211
H: -2.998 0.356 -5.808
H: -1.331 0.196 -5.738
H: -2.519 2.658 -4.771
C: 2.483 2.766 -1.171
C: 1.393 2.996 -2.191
O: 0.832 4.201 -1.808
H: 2.963 1.808 -1.339
H: 2.166 2.912 -0.123
H: 3.322 3.444 -1.309
H: 0.575 2.292 -2.158
H: 1.655 3.038 -3.189
H: 1.043 4.662 -2.626
C: 2.748 -1.166 3.214
O: 2.435 0.184 2.736
H: 3.826 -1.303 3.360
H: 2.414 -1.930 2.530
H: 2.264 -1.286 4.169
H: 2.844 0.819 3.368
C: 3.892 -0.699 -1.736
O: 4.046 -0.284 -0.415
H: 4.705 -1.141 -2.278
H: 3.507 0.140 -2.349
H: 3.149 -1.388 -1.615
H: 3.159 -0.355 0.014
C: 0.989 3.729 2.604
O: 0.614 2.582 1.902
H: 0.795 4.705 2.139
H: 2.064 3.671 2.788
H: 0.528 3.835 3.606
H: -0.223 2.805 1.453

---

No. 2
12 unconnected molecules or ions with the total composition C19H62N4O12 at a distorted geometry. Source: OMol25; level of theory: ωB97M-V/def2-TZVPD.

* maximum force: 8.4 eV/A
* multiplicity: 1
* energy above the lowest of the compared OMol25 structures with the same formula, charge and spin: 79.0 kJ/mol
* energy: -51233.74688 eV
* HOMO level: -9.236 eV
* HOMO-LUMO gap: 9.531 eV

Atoms and positions in Å:
N: 3.442 1.499 -1.028
C: 3.688 2.319 -1.996
N: 5.001 2.410 -2.119
O: 2.823 2.892 -2.877
H: 2.388 1.288 -0.967
H: 4.191 0.982 -0.544
H: 5.368 2.760 -3.072
H: 5.664 1.783 -1.549
N: -0.057 -0.986 -3.508
C: 1.233 -1.078 -3.491
N: 1.821 0.074 -3.682
O: 1.920 -2.289 -3.264
H: -0.649 -1.838 -3.606
H: -0.456 0.003 -3.652
H: 2.820 0.038 -3.645
H: 1.372 0.937 -3.762
C: 0.989 3.038 2.661
C: 1.703 2.592 1.432
O: 2.943 3.266 1.200
H: 1.545 2.860 3.566
H: 0.026 2.522 2.745
H: 0.776 4.141 2.646
H: 0.990 2.660 0.553
H: 1.986 1.563 1.577
H: 3.393 2.805 0.424
C: -3.095 0.513 -1.833
C: -3.498 -0.859 -1.321
O: -3.448 -0.959 0.069
H: -2.039 0.794 -1.727
H: -3.669 1.239 -1.271
H: -3.361 0.567 -2.879
H: -2.817 -1.624 -1.770
H: -4.591 -0.954 -1.615
H: -3.355 -1.861 0.285
C: -0.867 -3.452 2.524
C: -2.352 -3.100 2.376
O: -2.727 -3.404 1.058
H: -0.144 -2.892 1.843
H: -0.730 -4.454 2.344
H: -0.547 -3.159 3.548
H: -2.482 -2.063 2.588
H: -2.935 -3.696 3.084
H: -2.317 -4.239 0.834
C: 3.406 -1.924 -0.183
C: 3.131 -1.270 1.124
O: 2.149 -1.919 1.887
H: 2.468 -2.366 -0.644
H: 4.072 -2.723 -0.049
H: 3.839 -1.239 -0.892
H: 2.883 -0.255 0.937
H: 4.015 -1.259 1.694
H: 1.969 -1.347 2.664
C: -0.102 -3.611 -1.115
C: 0.838 -4.697 -1.770
O: 0.744 -5.797 -0.891
H: -1.089 -3.695 -1.157
H: 0.093 -2.680 -1.663
H: 0.135 -3.481 -0.030
H: 1.919 -4.416 -1.783
H: 0.603 -4.909 -2.826
H: 1.360 -5.719 -0.166
C: -0.852 -0.223 3.705
C: 0.393 0.227 4.472
O: 1.497 0.056 3.716
H: -1.222 -1.110 4.125
H: -0.648 -0.486 2.678
H: -1.526 0.629 3.731
H: 0.638 -0.264 5.439
H: 0.282 1.204 4.818
H: 2.204 0.018 4.326
C: -3.187 2.483 2.930
C: -3.296 1.570 1.739
O: -4.641 1.208 1.655
H: -3.988 3.257 2.842
H: -2.318 3.199 2.856
H: -3.309 1.995 3.897
H: -2.632 0.752 1.940
H: -2.910 2.083 0.884
H: -4.679 0.725 0.849
C: 0.105 -0.144 -0.130
O: 0.699 0.706 -1.064
H: 0.477 -1.150 -0.278
H: -0.973 -0.209 -0.217
H: 0.455 0.073 0.854
H: 0.562 0.503 -1.980
C: -1.299 3.534 -0.468
O: -1.606 4.287 0.696
H: -0.395 3.987 -0.891
H: -2.089 3.514 -1.221
H: -1.083 2.487 -0.257
H: -1.578 5.213 0.453
C: -0.793 1.656 -5.217
O: -0.715 1.700 -3.838
H: -0.893 2.647 -5.607
H: -1.680 1.114 -5.546
H: 0.036 1.124 -5.666
H: -1.418 2.304 -3.542